[1]
{"formula": "C2H7NOSi", "method": "the ωB97M-V functional and the def2-TZVPD basis", "multiplicity": 3, "e_lumo_ev": [0.93, -2.23], "orbital_gap_ev": [8.0312, 8.0799], "homo_energy_ev": [-7.11, -10.31], "largest_force_ha_per_bohr": 0.047, "relative_energy_kcal_mol": 0.00, "species": ["C", "C", "N", "O", "Si", "H", "H", "H", "H", "H", "H", "H"], "positions_angstrom": [[0.3722, 1.0463, 0.8561], [0.8923, -0.3407, 0.8751], [-0.5436, 0.8125, -1.2367], [-0.0487, -1.2446, 0.4193], [-0.7593, -0.8719, -1.0298], [-0.5571, 1.2561, 1.3537], [1.0416, 1.8670, 0.6859], [1.8055, -0.4063, 0.2652], [1.1398, -0.6215, 1.9117], [-1.3114, 1.4655, -1.1825], [-2.0725, -1.4676, -0.8360], [0.0411, -1.4949, -2.0819]]}

[2]
{"formula": "C4H8ClNOS", "method": "the ωB97M-V functional and the def2-TZVPD basis", "e_lumo_ev": 0.40, "orbital_gap_ev": 8.9208, "homo_energy_ev": -8.52, "largest_force_ha_per_bohr": 0.068, "smiles": "CON(C)C(=S)CCl", "relative_energy_kcal_mol": 102.66, "species": ["C", "C", "C", "C", "H", "H", "H", "H", "H", "H", "H", "H", "N", "O", "S", "Cl"], "positions_angstrom": [[2.4957, -0.4023, 0.0411], [-0.6394, -1.3773, -0.0828], [-0.3118, 1.1224, -0.2359], [-1.8966, 1.2525, 0.3195], [3.3219, -0.3935, -0.7137], [2.3950, 0.6168, 0.6324], [2.3466, -1.1372, 0.8357], [-0.0993, -1.9715, 0.7000], [-1.8097, -1.2929, 0.1171], [-0.5205, -1.9674, -1.1433], [-2.1175, 2.4029, 0.3730], [-2.0824, 1.0365, 1.3756], [0.1069, -0.1129, -0.2659], [1.3512, -0.4413, -0.9695], [0.6659, 2.4116, -0.4412], [-3.2061, 0.2535, -0.5421]]}

[3]
{"formula": "C20H27N5O4", "method": "the ωB97M-V functional and the def2-TZVPD basis", "e_lumo_ev": 0.29, "orbital_gap_ev": 7.9141, "homo_energy_ev": -7.63, "largest_force_ha_per_bohr": 0.033, "smiles": "COc1ccccc1N1CCN(C(=O)CCCn2nc(C)c([N+](=O)[O-])c2C)CC1", "relative_energy_kcal_mol": 69.15, "species": ["C", "H", "H", "H", "O", "C", "C", "C", "C", "C", "C", "N", "C", "H", "C", "N", "C", "O", "C", "C", "H", "H", "C", "N", "C", "C", "C", "N", "C", "H", "H", "H", "N", "O", "O", "C", "H", "H", "H", "H", "H", "H", "H", "C", "C", "H", "H", "H", "H", "H", "H", "H", "H", "H", "H", "H"], "positions_angstrom": [[3.9492, -3.2799, 2.6306], [4.2383, -2.4271, 3.2537], [4.7473, -3.4908, 1.9199], [3.7898, -4.1580, 3.2645], [2.8175, -2.9929, 1.8480], [1.6296, -2.7222, 2.4788], [1.4928, -2.6865, 3.8558], [0.2579, -2.4648, 4.4470], [-0.8525, -2.2857, 3.6518], [-0.7240, -2.2971, 2.2725], [0.5052, -2.4948, 1.6490], [0.6470, -2.5616, 0.2601], [-0.5202, -2.6482, -0.5803], [-1.2717, -3.2852, -0.1127], [-1.1375, -1.2775, -0.9278], [-0.1198, -0.3946, -1.4533], [-0.2150, 0.4058, -2.5330], [0.7334, 1.0762, -2.9130], [-1.5477, 0.4649, -3.2761], [-1.7228, 1.8539, -3.8933], [-2.4036, 1.8140, -4.7436], [-0.7486, 2.1981, -4.2434], [-2.2969, 2.8390, -2.8666], [-1.6193, 2.7703, -1.5996], [-0.4376, 3.2907, -1.2450], [-0.2287, 2.8703, 0.0753], [-1.3732, 2.0973, 0.4181], [-2.1884, 2.0593, -0.6107], [-1.6945, 1.4484, 1.7111], [-1.6703, 2.1860, 2.5115], [-2.6838, 1.0023, 1.6569], [-0.9555, 0.6881, 1.9620], [0.8752, 3.1304, 0.8954], [0.9619, 2.5028, 1.9387], [1.6905, 3.9617, 0.5340], [0.4277, 4.0716, -2.1503], [1.1416, 4.6498, -1.5710], [0.9798, 3.3758, -2.7844], [-0.1604, 4.7315, -2.7846], [-3.3394, 2.5879, -2.6559], [-2.2458, 3.8599, -3.2534], [-2.3835, 0.2631, -2.6091], [-1.5237, -0.2923, -4.0626], [1.0784, -0.3298, -0.6315], [1.6423, -1.7294, -0.3855], [2.5335, -1.6629, 0.2318], [1.9084, -2.1951, -1.3397], [1.8027, 0.2989, -1.1507], [0.8274, 0.1250, 0.3346], [-1.9239, -1.4380, -1.6627], [-1.5755, -0.8195, -0.0343], [-0.2031, -3.1265, -1.5147], [-1.6129, -2.1481, 1.6809], [-1.8239, -2.1238, 4.0939], [0.1769, -2.4439, 5.5226], [2.3495, -2.8467, 4.4903]]}

[4]
{"formula": "C5H8O2", "method": "the ωB97M-V functional and the def2-TZVPD basis", "e_lumo_ev": 0.73, "orbital_gap_ev": 11.1625, "homo_energy_ev": -10.44, "largest_force_ha_per_bohr": 0.014, "relative_energy_kcal_mol": 6.85, "species": ["C", "C", "C", "C", "C", "O", "O", "H", "H", "H", "H", "H", "H", "H", "H"], "positions_angstrom": [[-0.9497, 1.2417, -0.4860], [-0.1016, 0.1296, 0.0946], [-0.9263, -0.8682, 0.8936], [0.9625, -0.4288, -0.8669], [1.8899, -0.2204, 0.3114], [2.9861, -0.5469, 0.6534], [0.9949, 0.5658, 0.9845], [-0.3503, 1.9363, -1.0813], [-1.6816, 0.7745, -1.1566], [-1.5008, 1.7979, 0.2776], [-0.2832, -1.6091, 1.3792], [-1.4621, -0.3332, 1.6865], [-1.6604, -1.3828, 0.2673], [0.8580, -1.3970, -1.3558], [1.2246, 0.3406, -1.6014]]}

[5]
{"formula": "C54H70N12OS", "method": "the ωB97M-V functional and the def2-TZVPD basis", "e_lumo_ev": -1.22, "orbital_gap_ev": 6.7369, "homo_energy_ev": -7.95, "largest_force_ha_per_bohr": 0.073, "species": ["C", "O", "C", "C", "C", "C", "C", "C", "C", "C", "C", "C", "C", "N", "S", "N", "C", "C", "H", "H", "H", "H", "H", "H", "H", "H", "H", "H", "H", "H", "H", "H", "H", "H", "H", "H", "H", "H", "N", "C", "C", "C", "C", "H", "H", "H", "H", "H", "N", "C", "C", "C", "C", "H", "H", "H", "H", "H", "N", "C", "C", "C", "C", "H", "H", "H", "H", "H", "N", "C", "C", "C", "C", "H", "H", "H", "H", "H", "N", "C", "C", "C", "C", "H", "H", "H", "H", "H", "N", "C", "C", "C", "C", "H", "H", "H", "H", "H", "N", "C", "C", "C", "C", "H", "H", "H", "H", "H", "N", "C", "C", "C", "C", "H", "H", "H", "H", "H", "N", "C", "C", "C", "C", "H", "H", "H", "H", "H", "N", "C", "C", "C", "C", "H", "H", "H", "H", "H"], "positions_angstrom": [[-7.4070, 2.3214, -0.7078], [-6.0279, 2.0113, -1.0071], [-5.7302, 2.2878, -2.3855], [-4.3059, 1.7453, -2.8542], [-3.2436, 1.7260, -1.6407], [-1.8767, 0.9955, -2.0336], [-0.5956, 1.9383, -2.0848], [-0.4429, 2.8462, -0.7724], [1.0291, 2.9187, -0.2075], [1.5417, 1.6138, 0.4828], [2.7093, 1.7613, 1.4871], [3.2981, 0.6105, 2.1594], [2.7957, -0.7859, 1.9102], [3.2866, -1.9593, 2.4636], [2.3164, -3.1360, 1.7758], [1.2603, -2.2785, 0.7982], [1.6288, -0.9463, 0.9397], [1.0372, 0.2724, 0.2494], [-8.0177, 1.4639, -1.1349], [-7.6398, 3.3148, -1.1845], [-7.4894, 2.3670, 0.4201], [-5.7787, 3.4206, -2.4983], [-6.5162, 1.7580, -3.0054], [-4.3403, 0.7046, -3.2799], [-3.8999, 2.4900, -3.6061], [-3.6639, 1.1672, -0.7495], [-3.1274, 2.7990, -1.3182], [-1.7499, 0.1048, -1.3403], [-2.0290, 0.5604, -3.0652], [-0.6158, 2.5286, -3.0400], [0.3228, 1.2718, -2.1434], [-1.2232, 2.6009, 0.0133], [-0.7029, 3.9016, -1.1091], [1.7310, 3.2857, -1.0173], [1.0308, 3.7405, 0.5787], [3.0918, 2.7929, 1.6832], [4.1552, 0.7795, 2.8562], [0.1917, 0.0916, -0.4552], [0.2420, -4.7774, -0.8657], [0.5019, -6.1116, -0.7014], [0.4860, -6.7029, -1.9392], [0.2120, -5.6846, -2.8876], [0.0692, -4.5076, -2.1943], [0.1874, -4.0980, -0.1228], [0.6737, -6.5242, 0.2802], [0.6538, -7.7496, -2.1412], [0.1293, -5.8003, -3.9584], [-0.1412, -3.5049, -2.5319], [5.7459, -0.7240, 4.7098], [5.5851, -0.3890, 6.0263], [6.7998, 0.0344, 6.5053], [7.7267, -0.0428, 5.4342], [7.0469, -0.5117, 4.3402], [5.0188, -1.0724, 4.1044], [4.6243, -0.4816, 6.5074], [6.9998, 0.3648, 7.5139], [8.7738, 0.2170, 5.4626], [7.3750, -0.7129, 3.3328], [7.9563, 3.4666, 6.6851], [7.8585, 4.3975, 5.6900], [8.9267, 5.2521, 5.8014], [9.7019, 4.8146, 6.9047], [9.0792, 3.7094, 7.4276], [7.3026, 2.7171, 6.8452], [7.0375, 4.3723, 4.9907], [9.1296, 6.0972, 5.1606], [10.6134, 5.2587, 7.2735], [9.3373, 3.0772, 8.2624], [-2.6507, -7.3849, -3.7738], [-3.0590, -7.6756, -5.0479], [-4.0208, -8.6511, -4.9718], [-4.2036, -8.9564, -3.5985], [-3.3462, -8.1569, -2.8853], [-1.9465, -6.7062, -3.5275], [-2.6300, -7.1655, -5.8959], [-4.5367, -9.0951, -5.8093], [-4.8867, -9.6797, -3.1801], [-3.1707, -8.0717, -1.8249], [-4.2770, 5.6532, -0.3684], [-4.3625, 6.5917, -1.3614], [-3.3015, 7.4499, -1.2223], [-2.5436, 7.0039, -0.1096], [-3.1738, 5.8936, 0.3934], [-4.9257, 4.8973, -0.2208], [-5.1685, 6.5679, -2.0777], [-3.0902, 8.2996, -1.8528], [-1.6381, 7.4453, 0.2774], [-2.9301, 5.2534, 1.2266], [6.8884, 5.6732, 2.3824], [5.5951, 5.2939, 2.1449], [5.3249, 5.5188, 0.8188], [6.5023, 6.0489, 0.2326], [7.4498, 6.1299, 1.2211], [7.3547, 5.6234, 3.2736], [4.9801, 4.8991, 2.9386], [4.3858, 5.3230, 0.3241], [6.6399, 6.3380, -0.7978], [8.4719, 6.4730, 1.1990], [-8.8151, 0.6184, 3.2169], [-9.0057, 0.9483, 4.5318], [-7.8088, 1.3910, 5.0343], [-6.8605, 1.3313, 3.9811], [-7.5112, 0.8539, 2.8724], [-9.5231, 0.2596, 2.5997], [-9.9735, 0.8383, 4.9948], [-7.6338, 1.7221, 6.0462], [-5.8187, 1.6079, 4.0303], [-7.1603, 0.6602, 1.8712], [-0.6916, -0.2108, -7.5408], [-0.1401, -0.9518, -6.5305], [-1.1150, -1.1792, -5.5932], [-2.3015, -0.5566, -6.0579], [-2.0102, 0.0301, -7.2626], [-0.2039, 0.1068, -8.3607], [0.8955, -1.2507, -6.5657], [-0.9904, -1.7328, -4.6752], [-3.2612, -0.5411, -5.5646], [-2.6245, 0.5976, -7.9435], [-6.3888, -6.2749, -0.7630], [-6.5560, -5.9511, 0.5575], [-5.3425, -5.5435, 1.0493], [-4.4083, -5.6188, -0.0166], [-5.0845, -6.0704, -1.1213], [-7.1126, -6.6104, -1.3750], [-7.5208, -6.0403, 1.0310], [-5.1470, -5.2254, 2.0617], [-3.3586, -5.3693, 0.0219], [-4.7517, -6.2643, -2.1272], [4.5784, -2.9804, -2.4250], [4.4163, -2.6557, -1.1059], [5.6312, -2.2465, -0.6182], [6.5616, -2.3218, -1.6863], [5.8823, -2.7751, -2.7883], [3.8516, -3.3173, -3.0334], [3.4530, -2.7451, -0.6297], [5.8293, -1.9271, 0.3936], [7.6106, -2.0715, -1.6511], [6.2128, -2.9700, -3.7961]]}